Record 1
# C6H15N3

A 2-piece molecular cluster, C6H15N3 overall (ωB97M-V/def2-TZVPD, OMol25).

Structure (ORCA input):
```
! RIJCOSX wB97M-V def2-TZVPD def2/J DEFGRID3
* xyz 0 1
C 1.08203 0.38047 2.11647
C 1.15200 -0.93596 2.19732
C 2.00620 1.23138 1.30988
H 0.32402 0.91912 2.67180
H -0.81866 0.49267 0.42146
H 0.47310 -1.50899 2.80642
H 2.50815 1.95261 1.95402
H -0.16778 -1.72752 0.20020
H 1.91001 -1.49611 1.67178
H 2.76111 0.62776 0.81180
H 1.45213 1.79319 0.55708
C 0.64301 -0.46711 -2.07317
C -1.27197 -0.12123 -0.38909
C -0.56742 0.31244 -1.68270
N -2.69652 0.15083 -0.35168
N -1.09806 -1.54483 -0.16159
N -0.92018 1.28044 -2.40538
H -3.16147 -0.41495 -1.05675
H -2.89061 1.12723 -0.54845
H -1.76605 -1.83866 0.54189
H -1.75744 1.77814 -2.10149
H 1.36840 -0.46051 -1.26284
H 0.35439 -1.49834 -2.26203
H 1.08162 -0.03208 -2.96494
*
```

- E_LUMO (eV) = 0.96
- ΔE to the lowest compared entry with this formula, charge and spin (kJ/mol) = 124.5
- gap between HOMO and LUMO (eV) = 10.07
- SMILES string = [H]/N=C(/C)C(N)N.C=CC

---

Record 2
# C25H17GeNO2PtS5

C25H17GeNO2PtS5 as an isolated structure (ωB97M-V/def2-TZVPD, OMol25).

Structure (ORCA input):
```
! RIJCOSX wB97M-V def2-TZVPD def2/J DEFGRID3
* xyz 0 3
Pt -1.51691 0.85849 -1.06194
O 0.40720 2.17013 -4.53397
C -0.01386 1.51766 -3.62341
O -0.75395 1.95455 -2.65988
C 0.41007 0.03768 -3.44075
C 1.55861 -0.37097 -4.17672
C 1.92825 -1.66863 -4.03482
C 1.20160 -2.55867 -3.21536
C 1.48924 -3.98008 -3.11409
C 0.67870 -4.78958 -2.39543
C -0.51173 -4.31079 -1.73473
C -0.75593 -2.96779 -1.76486
C 0.08219 -2.07819 -2.49750
N -0.25643 -0.71817 -2.62179
H 2.03917 0.27034 -4.85757
H 2.73677 -2.04814 -4.60403
H 2.31094 -4.41931 -3.66236
H 0.92070 -5.85420 -2.38685
H -1.14361 -4.99598 -1.20680
H -1.57219 -2.58661 -1.21190
S -4.53728 2.81427 5.10078
C -4.09910 2.31274 3.64338
S -3.62219 3.45527 2.40189
C -3.06481 2.30898 1.19213
C -3.22332 0.93148 1.50235
S -2.55920 -0.31845 0.61968
S -4.05571 0.63508 3.03187
S -2.55109 2.87209 -0.29035
Ge 0.51271 1.14118 0.30762
C 1.13274 -0.55817 0.93305
C 1.92615 -1.31048 0.08405
C 2.16561 -2.66417 0.32598
C 1.68219 -3.19532 1.50934
C 0.96171 -2.45210 2.38983
C 0.61598 -1.14594 2.07384
C 0.25307 2.60255 1.52771
C 0.41962 3.91370 1.10247
C 0.25144 4.95701 1.99120
C -0.13756 4.69477 3.31732
C -0.34205 3.38123 3.72358
C -0.12903 2.34318 2.85992
H 1.42945 1.65806 -0.83295
H 2.35525 -0.93116 -0.80451
H 2.73675 -3.23044 -0.38657
H 1.97996 -4.19771 1.78994
H 0.66718 -2.94360 3.31854
H -0.08120 -0.61343 2.71131
H 0.73928 4.07892 0.08826
H 0.48690 5.96937 1.67474
H -0.29502 5.50505 3.99134
H -0.62019 3.20735 4.73784
H -0.23708 1.31696 3.16921
*
```

- E_LUMO (spin up / spin down) (eV) = -0.93 / -2.55
- ΔE to the lowest compared entry with this formula, charge and spin (kJ/mol) = 17.6
- gap between HOMO and LUMO (spin up / spin down) (eV) = 6.18 / 6.26

---

Record 3
# C3H12N2O

A 2-piece molecular cluster, C3H12N2O overall (ωB97M-V/def2-TZVPD, OMol25).

Structure (ORCA input):
```
! RIJCOSX wB97M-V def2-TZVPD def2/J DEFGRID3
* xyz 0 1
C -0.08375 -1.58596 0.08755
O -1.16989 -2.05895 0.97794
C 0.00968 -2.82245 -0.79895
H -0.55326 -0.67684 -0.42554
H 0.85528 -1.31830 0.73018
H -1.12601 -1.69254 1.82655
H -1.01308 -2.82048 -1.23213
H 0.78745 -2.74721 -1.52557
H 0.07629 -3.77015 -0.09420
N 0.87561 2.69528 0.90746
C 0.70001 1.60500 -0.06850
N -0.23437 2.01121 -1.13877
H 1.07652 3.51829 0.41336
H -0.06583 2.80961 1.42904
H 1.80194 1.44670 -0.46658
H 0.40482 0.68701 0.50225
H -1.21743 2.17076 -0.95051
H 0.08810 2.73977 -1.73176
*
```

- E_LUMO (eV) = 0.84
- ΔE to the lowest compared entry with this formula, charge and spin (kJ/mol) = 167.4
- gap between HOMO and LUMO (eV) = 9.62
- SMILES string = CCO.NCN

---

Record 4
# C4H11N3O

C4H11N3O as an isolated structure (ωB97M-V/def2-TZVPD, OMol25).

Structure (ORCA input):
```
! RIJCOSX wB97M-V def2-TZVPD def2/J DEFGRID3
* xyz 0 1
C -0.61743 0.69471 0.10674
C -0.22295 1.90980 -0.65040
C -2.04383 0.28185 0.01896
N 0.20035 -1.49629 0.15551
C 0.44394 -0.13708 0.74086
N 1.20362 -1.98983 -0.73122
N 1.79605 0.37051 0.62162
O -0.19065 0.14225 1.87246
H -0.00107 -2.13171 0.92773
H 1.59161 -2.85343 -0.35675
H 0.76636 -2.18046 -1.62741
H 2.31116 -0.13365 -0.09276
H 2.24365 0.25479 1.52295
H 0.29522 1.61265 -1.56495
H -1.05801 2.56272 -0.89919
H 0.50795 2.46232 -0.05607
H -2.66108 1.08892 0.42579
H -2.22829 -0.60875 0.61132
H -2.33659 0.15070 -1.02520
*
```

- E_LUMO (eV) = 0.75
- ΔE to the lowest compared entry with this formula, charge and spin (kJ/mol) = 400.2
- gap between HOMO and LUMO (eV) = 9.31

---

Record 5
# C2H4INS

One molecule with the formula C2H4INS (ωB97M-V/def2-TZVPD, OMol25).

Structure (ORCA input):
```
! RIJCOSX wB97M-V def2-TZVPD def2/J DEFGRID3
* xyz 0 1
C -0.41477 -0.55033 -0.11623
C -0.62605 0.95268 -0.05053
N 0.85276 -0.98687 -0.11258
S -1.75474 -1.56386 -0.02243
I 3.08910 0.21584 -0.05594
H -1.40688 1.16895 -0.64346
H 0.22465 1.42924 -0.22245
H -0.85221 1.23846 0.95691
H 0.88813 -1.90409 0.26670
*
```

- E_LUMO (spin up / spin down) (eV) = -3.01 / -3.26
- ΔE to the lowest compared entry with this formula, charge and spin (kJ/mol) = 191.5
- gap between HOMO and LUMO (spin up / spin down) (eV) = 5.85 / 5.23
- SMILES string = CC(=S)NI

---

Record-wise F_max values, in eV Å⁻¹: 0.798; 2.119; 3.668; 2.893; 4.519